{"formula": "C17H42N4O5P", "method": "wB97M-V/def2-TZVPD", "symbols": ["C", "C", "P", "N", "N", "C", "O", "O", "C", "C", "C", "C", "C", "C", "O", "H", "H", "H", "H", "H", "H", "H", "H", "H", "H", "H", "H", "H", "H", "H", "H", "H", "H", "H", "H", "C", "C", "C", "O", "C", "N", "H", "H", "H", "H", "H", "H", "H", "H", "H", "H", "H", "C", "C", "C", "O", "C", "N", "H", "H", "H", "H", "H", "H", "H", "H", "H", "H", "H"], "coordinates": [[-2.7683, 0.3815, -3.2517], [-2.5664, -0.1671, -1.8346], [-0.8142, -0.2269, -1.1585], [-0.3100, 1.1878, -2.1522], [-1.4377, -1.6892, 0.0176], [-2.1835, -1.4307, 0.9113], [-2.9640, -1.1721, 1.7704], [0.8063, -0.3314, -0.4602], [1.6674, -1.0925, -1.2714], [0.8084, -2.1238, -1.9778], [0.5974, -3.5135, -1.3179], [1.4120, -3.8379, -0.0513], [0.6951, -3.4343, 1.2408], [1.7052, -5.3417, 0.0187], [-0.3653, -1.4057, -2.2938], [-2.0644, -0.0203, -3.9768], [-2.7362, 1.4683, -3.2948], [-3.7799, 0.1058, -3.5805], [-2.9684, -1.1807, -1.8276], [-3.1973, 0.4136, -1.1527], [-1.1271, 0.6107, -0.0429], [0.6557, 1.4171, -1.9435], [-0.8400, 1.9831, -1.8068], [2.5590, -1.4506, -0.7594], [1.9912, -0.4118, -2.0791], [1.2308, -2.3530, -2.9636], [-0.4634, -3.6203, -1.0915], [0.8380, -4.2909, -2.0490], [2.3819, -3.3354, -0.0353], [-0.3045, -3.8624, 1.2904], [0.6659, -2.3496, 1.3191], [1.2671, -3.8192, 2.0936], [0.7849, -5.9261, 0.0794], [2.3256, -5.6735, -0.8169], [2.2762, -5.5416, 0.9302], [-3.0871, 7.3560, -2.9025], [-2.1648, 6.5858, -3.8422], [-2.8229, 5.3565, -4.4837], [-2.9420, 4.2426, -3.6317], [-4.0615, 4.2404, -2.7698], [-0.9343, 6.2475, -3.1240], [-3.2111, 6.8413, -1.9498], [-2.6658, 8.3384, -2.6882], [-4.0746, 7.4999, -3.3464], [-1.8952, 7.2589, -4.6631], [-2.1830, 5.0235, -5.3055], [-3.7999, 5.6148, -4.9176], [-4.9368, 4.7013, -3.2402], [-3.8376, 4.7535, -1.8305], [-4.2920, 3.2011, -2.5381], [-0.2732, 5.8253, -3.7693], [-1.1517, 5.4995, -2.4702], [3.2341, -1.1029, 6.6213], [3.2440, -1.0439, 5.0966], [2.4625, -2.1805, 4.4269], [3.1319, -3.4299, 4.4216], [3.0044, -4.1923, 5.6011], [4.6347, -0.9772, 4.6364], [3.9047, -1.8751, 7.0000], [3.5696, -0.1516, 7.0345], [2.2303, -1.3021, 7.0019], [2.7520, -0.1130, 4.8007], [2.3213, -1.9225, 3.3755], [1.4616, -2.2859, 4.8646], [2.0181, -4.0605, 6.0577], [3.7766, -3.9433, 6.3352], [3.1242, -5.2409, 5.3274], [4.6441, -0.8297, 3.6312], [5.0419, -1.9006, 4.7585]], "atomic_forces_ev_per_a": [[-0.578, -0.037, 0.026], [-0.049, -0.203, -0.593], [0.067, 1.188, -0.011], [0.059, -0.118, -0.088], [-0.030, 0.078, 0.297], [-0.137, -0.074, -0.312], [-0.004, -0.059, 0.311], [-0.134, -0.898, 0.381], [-0.407, 1.183, -0.666], [0.029, -0.528, -0.799], [0.045, 0.160, 0.352], [-0.424, -0.516, 0.318], [0.706, 0.035, 0.097], [0.349, 0.234, 0.270], [-0.187, -0.254, 0.482], [0.135, 0.011, 0.103], [0.286, 0.079, -0.046], [0.032, -0.031, -0.085], [0.130, -0.065, 0.130], [0.180, -0.012, 0.206], [0.142, -0.131, 0.057], [-0.006, -0.074, 0.080], [-0.075, -0.007, -0.116], [-0.160, -0.090, 0.288], [0.431, -0.209, -0.011], [0.348, 0.168, 0.094], [-0.012, 0.032, 0.050], [0.015, 0.143, -0.178], [0.010, 0.050, -0.282], [-0.108, 0.178, -0.067], [-0.374, 0.007, 0.024], [-0.003, 0.012, 0.020], [-0.023, -0.033, -0.185], [-0.204, -0.090, -0.131], [-0.030, -0.102, 0.015], [-0.036, 0.108, -0.036], [-0.056, -0.036, 0.210], [0.089, 0.002, -0.184], [-0.096, 0.013, -0.012], [0.110, -0.122, 0.109], [0.012, -0.068, -0.126], [0.001, -0.038, -0.022], [0.037, -0.023, 0.025], [-0.004, -0.022, 0.008], [-0.002, -0.038, -0.040], [0.008, -0.039, 0.025], [-0.013, 0.050, 0.061], [0.021, 0.042, -0.011], [-0.120, 0.052, -0.003], [0.023, -0.013, -0.031], [0.028, 0.058, 0.000], [0.001, 0.044, 0.045], [-0.054, 0.089, 0.053], [0.104, -0.143, 0.177], [-0.070, 0.144, -0.225], [0.001, 0.000, 0.099], [0.043, -0.065, -0.086], [-0.054, -0.023, -0.122], [-0.007, -0.025, -0.032], [0.042, -0.008, -0.018], [0.004, -0.019, -0.005], [-0.031, -0.027, -0.057], [0.020, -0.056, -0.014], [0.028, -0.005, 0.065], [0.006, 0.015, 0.023], [-0.059, 0.019, 0.055], [-0.014, 0.004, -0.017], [0.004, 0.087, 0.018], [0.017, 0.016, 0.038]], "homo_energy_ev": -4.8, "gap_ev": 7.5, "charge": -1, "e_tot_ha": -1609.53798}